# 1
{
  "formula": "C20H36N5S",
  "method": "the ωB97M-V functional and the def2-TZVPD basis",
  "elements": ["C", "C", "C", "C", "N", "C", "C", "C", "N", "C", "C", "C", "N", "S", "N", "C", "C", "H", "H", "H", "H", "H", "H", "H", "H", "H", "H", "H", "H", "H", "H", "H", "H", "H", "H", "C", "C", "C", "N", "C", "C", "C", "C", "C", "H", "H", "H", "H", "H", "H", "H", "H", "H", "H", "H", "H", "H", "H", "H", "H", "H", "H"],
  "coordinates": [[1.476900, -0.660665, 3.060072], [2.345231, 0.504690, 2.315009], [1.428221, 1.857595, 2.236045], [0.749039, 2.038103, 0.795945], [-0.213826, 3.173633, 0.683765], [-1.272644, 3.099842, 1.701877], [-2.210143, 1.805890, 1.624591], [-3.358380, 1.556171, 2.628004], [-4.183346, 0.337158, 2.418120], [-3.412572, -0.908815, 2.790895], [-3.603233, -2.091543, 1.701530], [-3.574896, 2.615718, 3.757572], [-4.571481, 2.567337, 4.793989], [-4.365638, 3.939360, 5.824420], [-3.055949, 4.701639, 5.006488], [-2.665221, 3.912020, 3.869926], [-1.522581, 4.126392, 2.824060], [2.143317, -1.469863, 3.523844], [0.835834, -1.157549, 2.241164], [0.833533, -0.242591, 3.914046], [2.683008, 0.194187, 1.264789], [3.234453, 0.705290, 3.027028], [0.690589, 1.798756, 3.109600], [2.168396, 2.726186, 2.397855], [0.192575, 1.098900, 0.418579], [1.610087, 2.248883, 0.051503], [0.246853, 4.092482, 0.652921], [-2.027976, 1.033077, 0.794935], [-4.344330, 0.328047, 1.388734], [-2.270625, -0.702881, 2.819220], [-3.680920, -1.270693, 3.849464], [-2.854802, -1.991006, 0.821104], [-3.353779, -3.085921, 2.215769], [-4.677073, -2.132475, 1.280173], [-0.863965, 5.063913, 2.919910], [1.472022, -1.266641, -5.955605], [1.901331, -2.256076, -4.871293], [0.858612, -2.456794, -3.776851], [0.915930, -1.499575, -2.565266], [-0.515451, -1.164645, -2.183695], [1.607184, -2.165655, -1.366498], [3.078095, -1.904441, -1.601605], [3.124163, -0.503539, -2.190937], [1.724883, -0.210831, -2.725771], [1.042912, -0.344571, -5.561902], [2.329022, -1.004253, -6.579682], [0.715670, -1.720391, -6.602268], [2.878704, -1.981732, -4.467384], [2.049338, -3.219936, -5.369913], [0.944118, -3.469003, -3.371495], [-0.142965, -2.382392, -4.209181], [-1.033164, -2.098263, -1.956704], [-0.980505, -0.655432, -3.029450], [-0.509243, -0.513502, -1.308263], [1.263763, -1.655137, -0.461902], [1.338853, -3.221181, -1.315775], [3.487355, -2.632110, -2.308553], [3.660708, -1.982594, -0.682044], [3.881686, -0.428710, -2.974624], [3.389153, 0.232453, -1.427124], [1.709850, 0.137125, -3.753099], [1.253319, 0.556558, -2.106061]],
  "forces_ev_per_angstrom": [[0.45, -0.15, -0.89], [-1.01, 0.20, 1.60], [1.21, -0.68, -0.19], [0.74, -0.09, -0.14], [-0.92, -0.26, 1.72], [-2.44, 0.37, 2.87], [-1.62, 1.73, 3.15], [3.04, 1.86, -1.82], [1.66, 0.92, -0.28], [0.99, -0.96, -0.20], [0.05, 0.04, 0.33], [-0.55, 0.94, 1.40], [3.16, 1.57, -1.69], [2.47, -1.51, -4.44], [0.03, -2.86, -2.46], [-1.46, -1.25, 0.65], [-0.41, -2.23, -1.30], [-0.86, 1.15, -0.82], [0.58, 0.62, 1.53], [0.88, -0.52, -1.48], [-0.26, 0.31, 1.55], [-1.22, -0.19, -1.58], [0.89, 0.38, -1.48], [-1.45, -1.04, -0.22], [0.96, 1.19, 0.84], [-1.38, -0.37, 1.04], [-0.30, -0.67, 0.31], [-0.39, 1.35, 1.41], [0.10, -0.18, 1.11], [-1.78, -0.15, 0.01], [0.08, 0.61, -1.71], [-1.28, 0.07, 1.38], [-0.50, 1.39, -0.81], [1.70, 0.04, 0.76], [-1.13, -1.70, -0.24], [0.02, -0.04, -0.18], [0.00, 0.23, -0.25], [0.28, -0.21, 0.06], [-0.60, 0.04, 0.62], [0.46, -0.13, -0.20], [0.00, 0.09, -0.20], [0.24, -0.43, -0.01], [0.49, 0.40, -0.15], [-0.06, 0.03, 0.01], [0.05, 0.02, -0.02], [-0.14, 0.02, 0.01], [0.06, 0.08, 0.07], [-0.10, -0.05, 0.12], [0.00, 0.02, 0.27], [-0.02, 0.25, 0.14], [0.14, 0.18, 0.12], [0.01, 0.13, -0.08], [0.01, -0.08, 0.14], [0.04, -0.10, -0.11], [-0.08, 0.00, -0.17], [-0.13, 0.17, -0.04], [-0.06, 0.02, 0.11], [-0.14, -0.07, -0.06], [-0.10, 0.01, 0.09], [-0.08, -0.07, -0.10], [-0.11, -0.18, 0.01], [-0.19, -0.26, -0.10]],
  "nbo_charge": [-0.625, -0.404, -0.437, -0.211, -0.650, 0.184, -0.292, 0.195, -0.633, -0.219, -0.636, 0.080, -0.547, 0.846, -0.584, 0.138, -0.288, 0.222, 0.183, 0.226, 0.177, 0.224, 0.234, 0.218, 0.168, 0.197, 0.389, 0.208, 0.368, 0.178, 0.213, 0.182, 0.230, 0.226, 0.244, -0.613, -0.438, -0.205, -0.217, -0.397, -0.207, -0.431, -0.434, -0.224, 0.194, 0.237, 0.225, 0.215, 0.247, 0.227, 0.228, 0.232, 0.233, 0.230, 0.226, 0.236, 0.222, 0.256, 0.238, 0.238, 0.243, 0.234],
  "total_energy_ha": -1455.17336,
  "largest_force_ev_per_a": 5.31,
  "homo_lumo_gap_ha": 0.269,
  "multiplicity": 1,
  "charge": 1
}


# 2
{
  "formula": "C3H12O4",
  "method": "the ωB97M-V functional and the def2-TZVPD basis",
  "elements": ["C", "C", "C", "O", "H", "H", "H", "H", "H", "H", "O", "H", "H", "O", "H", "H", "O", "H", "H"],
  "coordinates": [[-0.933627, 1.967102, 2.311673], [0.504052, 2.147019, 1.893652], [0.763916, 1.448030, 0.550328], [0.061169, 1.686421, -0.393972], [-1.639792, 2.284958, 1.552134], [-1.193534, 2.537931, 3.200213], [-1.163335, 0.921704, 2.536779], [0.787540, 3.186814, 1.703954], [1.230003, 1.792857, 2.606633], [1.532560, 0.659231, 0.549320], [-2.053041, -3.884413, -1.495601], [-1.837900, -2.974971, -1.751768], [-1.510487, -4.369581, -2.128349], [2.251005, -1.206819, -0.445873], [2.060602, -2.091889, -0.764462], [3.183981, -1.130592, -0.226087], [-0.521629, -0.795596, -1.861548], [0.225226, -0.709633, -1.249656], [-1.070588, -0.121633, -1.435598]],
  "forces_ev_per_angstrom": [[-0.62, -0.08, 0.48], [0.75, 0.07, -1.20], [-0.68, 0.22, 1.38], [0.14, -0.14, -0.53], [0.13, 0.05, -0.32], [0.21, 0.07, 0.16], [0.13, 0.03, -0.04], [-0.34, 0.17, 0.12], [0.07, -0.32, 0.51], [0.11, 0.13, -0.35], [0.38, 0.26, -0.44], [-0.12, 0.14, 0.32], [-0.15, -0.27, 0.14], [-0.30, 0.33, 0.09], [0.35, -0.17, 0.03], [-0.04, -0.34, -0.16], [-0.06, 0.15, 0.84], [0.36, -0.29, -0.46], [-0.32, 0.01, -0.53]],
  "nbo_charge": [-0.608, -0.512, 0.450, -0.548, 0.225, 0.216, 0.208, 0.227, 0.205, 0.131, -0.944, 0.483, 0.460, -0.966, 0.488, 0.485, -0.954, 0.477, 0.477],
  "total_energy_ha": -422.43824,
  "largest_force_ev_per_a": 1.56,
  "homo_lumo_gap_ha": 0.377,
  "multiplicity": 1,
  "smiles": "CCC=O.O.O.O",
  "charge": 0,
  "e_above_lowest_kcal_mol": 14.6
}


# 3
{
  "formula": "C4H3BrN2S",
  "method": "the ωB97M-V functional and the def2-TZVPD basis",
  "elements": ["C", "C", "C", "C", "N", "N", "S", "Br", "H", "H", "H"],
  "coordinates": [[-1.418985, 0.489157, 0.081619], [-1.123165, -0.817581, -0.159754], [0.707558, 1.387915, 0.278983], [1.253619, -0.451970, -0.215062], [-0.537328, 1.529612, 0.335956], [0.241262, -1.190971, -0.301527], [2.814757, -0.882386, -0.349428], [1.971937, 2.770932, 0.537681], [-2.466428, 0.834645, 0.240341], [-1.916487, -1.478948, -0.068207], [0.473261, -2.190404, -0.380601]],
  "forces_ev_per_angstrom": [[-1.04, -0.58, 0.51], [1.80, 3.60, 0.58], [-0.05, -3.78, -1.37], [3.91, 6.04, 1.36], [0.93, 0.78, -0.11], [-4.77, -3.49, 0.00], [-0.10, 0.23, -0.02], [-0.39, -0.82, -0.07], [0.85, -0.78, -0.33], [-0.76, -1.72, -0.40], [-0.37, 0.53, -0.16]],
  "nbo_charge": [-0.049, -0.051, 0.200, 0.084, -0.496, -0.586, -0.111, 0.138, 0.216, 0.231, 0.425],
  "total_energy_ha": -3235.84554,
  "largest_force_ev_per_a": 7.33,
  "homo_lumo_gap_ha": 0.310,
  "multiplicity": 1,
  "charge": 0,
  "e_above_lowest_kcal_mol": 0.0
}


# 4
{
  "formula": "C24H46Br4F3NiO10S4",
  "method": "the ωB97M-V functional and the def2-TZVPD basis",
  "elements": ["Ni", "C", "O", "O", "C", "F", "F", "F", "C", "C", "H", "H", "H", "H", "H", "H", "C", "C", "C", "S", "O", "O", "C", "H", "H", "H", "H", "H", "H", "H", "H", "C", "C", "C", "S", "O", "O", "C", "H", "H", "H", "H", "H", "H", "H", "H", "C", "C", "C", "S", "O", "O", "C", "H", "H", "H", "H", "H", "H", "H", "H", "C", "C", "C", "S", "O", "O", "C", "H", "H", "H", "H", "H", "H", "H", "H", "Br", "C", "C", "Br", "H", "H", "H", "H", "Br", "C", "C", "Br", "H", "H", "H", "H"],
  "coordinates": [[2.689996, 2.949965, -1.511823], [-0.229718, 1.339730, -0.666017], [0.126858, 0.330752, 0.329293], [1.011283, 1.745412, -1.271793], [-1.390609, 0.935082, -1.625761], [-2.486516, 0.387368, -1.119147], [-1.923286, 1.991206, -2.257302], [-1.174150, 0.155119, -2.689178], [0.851663, -0.836835, 0.049889], [-0.211345, -2.013937, 0.198783], [-0.514853, -2.207145, 1.227689], [-1.126359, -1.805240, -0.355545], [0.329310, -2.914897, -0.091157], [1.678414, -0.858655, 0.759899], [1.214676, -1.014002, -0.962503], [-0.668073, 2.082614, 0.000365], [-2.946218, -1.561291, -5.342280], [-2.854023, -2.549905, -4.224205], [-4.051058, -2.429152, -3.400282], [-4.818888, -0.701489, -3.770671], [-4.786156, 0.177557, -2.600958], [-5.977715, -0.984124, -4.592983], [-3.669864, -0.174378, -4.973748], [-3.638882, -2.123888, -5.968211], [-2.004867, -1.238176, -5.786770], [-1.938347, -2.428842, -3.645432], [-2.752078, -3.597160, -4.508766], [-3.816578, -2.342627, -2.339322], [-4.774916, -3.243655, -3.426601], [-2.903531, 0.477544, -4.554428], [-4.169194, 0.404458, -5.750747], [3.653277, 1.136418, 2.605802], [4.865989, 2.007308, 2.302927], [4.585369, 3.514083, 2.451950], [2.763587, 3.594229, 2.076952], [2.627504, 3.319030, 0.642130], [2.028884, 4.625724, 2.838518], [2.385341, 1.975072, 2.806785], [4.012395, 0.765296, 3.565707], [3.431048, 0.350476, 1.883997], [5.168599, 1.801772, 1.276144], [5.786090, 1.756295, 2.830673], [5.148097, 4.291583, 1.935299], [4.601579, 3.803095, 3.502816], [1.625237, 1.489662, 2.194630], [2.016150, 2.137471, 3.819411], [-0.211602, -0.047644, 4.348180], [-1.447149, 0.361175, 3.511632], [-2.589181, 0.807467, 4.453185], [-2.363796, 0.000791, 6.023952], [-3.287904, -1.084755, 6.218068], [-2.245747, 1.060692, 7.043699], [-0.733118, -0.756982, 5.591238], [0.192222, 0.920166, 4.645458], [0.523403, -0.622190, 3.784475], [-1.818349, -0.393567, 2.818315], [-1.180519, 1.082555, 2.739226], [-3.657114, 0.687806, 4.270732], [-2.503275, 1.869614, 4.682458], [-1.007364, -1.788471, 5.370081], [-0.240168, -0.701558, 6.561826], [5.081456, -1.594271, -3.863111], [5.971164, -0.399845, -4.176837], [6.170317, 0.332091, -2.775017], [4.662938, -0.100583, -1.822598], [3.860596, 1.072876, -1.485746], [5.082259, -0.967732, -0.764539], [3.843497, -1.093312, -3.109555], [5.583876, -2.349614, -3.258858], [4.936573, -2.056196, -4.839709], [5.514994, 0.403860, -4.754822], [6.937678, -0.651680, -4.613338], [6.153974, 1.419916, -2.841893], [7.055931, -0.049494, -2.266908], [3.295981, -0.400820, -3.748926], [3.174880, -1.824795, -2.655691], [-4.491710, 3.472850, -3.545600], [-4.701080, 4.176697, -1.641828], [-3.347840, 4.269228, -0.870720], [-3.639632, 5.357949, 0.735568], [-5.307922, 3.455018, -1.094998], [-5.183437, 5.145050, -1.508735], [-2.697839, 4.849926, -1.525233], [-2.953019, 3.296918, -0.576062], [-3.094814, -2.932541, 2.765997], [-2.324865, -4.648762, 2.252825], [-2.735185, -5.709597, 3.376705], [-1.608986, -7.321912, 3.429656], [-1.242716, -4.754052, 2.330119], [-2.713865, -4.999779, 1.297020], [-3.777359, -5.994863, 3.233207], [-2.710303, -5.316551, 4.393072]],
  "forces_ev_per_angstrom": [[-1.48, -0.84, 0.55], [4.32, -0.11, 0.30], [-1.09, 1.26, -0.38], [-2.56, -0.42, -0.20], [-1.30, 0.25, -2.17], [-0.01, -0.81, 2.53], [0.72, 2.30, 0.35], [2.21, -1.60, -0.38], [-2.33, -1.52, -0.18], [1.76, 0.28, 0.84], [0.03, 0.38, 0.19], [0.33, -0.08, -0.34], [-0.44, -0.33, -0.46], [0.03, -0.41, -0.04], [0.27, 1.00, -0.18], [-0.20, 0.39, -0.21], [-1.23, 1.32, -1.54], [2.18, -0.44, 0.80], [-1.61, 1.72, 2.53], [0.00, -0.64, 0.51], [-0.65, -1.39, -1.25], [-0.69, 0.22, 0.87], [2.29, -1.12, 0.54], [0.31, 0.64, -1.20], [-0.08, -0.76, -0.34], [-0.04, 0.50, 0.34], [-0.11, 0.11, -0.88], [0.13, 0.07, 0.10], [-0.33, 0.45, -0.69], [-0.14, 0.01, 0.37], [-0.15, -0.68, -0.14], [0.29, 0.38, 1.88], [1.33, 1.02, -2.42], [-1.66, -0.10, 0.86], [-0.44, -0.64, 1.51], [-0.01, 1.09, 0.26], [1.40, -1.22, -2.02], [0.18, 0.13, -0.50], [-0.97, -0.96, 0.08], [0.59, 0.08, 0.11], [-0.09, 0.28, -0.31], [-0.35, -0.11, 0.54], [-0.06, -0.49, -0.49], [0.00, -0.02, 0.17], [-0.43, 0.56, 0.01], [0.31, -0.07, -0.02], [-0.90, 0.93, 0.57], [-0.99, -0.67, -1.11], [0.21, 1.01, 0.25], [1.20, 1.07, 0.60], [-0.30, 0.03, 0.07], [0.06, -1.61, -1.13], [-1.11, -0.09, 0.54], [0.57, -0.13, 0.13], [-0.10, 0.04, 0.05], [0.12, -0.73, 0.52], [0.08, 0.69, 0.53], [0.20, -0.49, -0.91], [0.22, 0.04, 0.10], [0.09, -0.04, 0.07], [0.69, 0.01, -0.39], [0.01, -0.50, -0.98], [0.38, 1.59, 2.33], [-0.58, -0.30, -0.81], [-0.03, 0.27, -0.60], [0.55, -0.41, -0.09], [-0.09, -0.35, 0.65], [0.78, 0.67, -0.45], [0.29, 0.16, 0.08], [-0.87, -0.30, 0.18], [-0.37, -0.64, -0.62], [-0.15, -0.10, 0.06], [0.28, -0.09, -0.05], [-0.32, 0.12, 0.32], [-0.23, 0.04, 0.18], [0.26, 0.04, 0.04], [-0.22, 1.02, 1.62], [0.68, -0.86, 1.14], [-0.83, 0.37, -1.35], [0.06, -0.34, -0.22], [-0.18, -0.14, -0.52], [-0.06, -0.03, -1.10], [0.46, -0.28, 0.46], [-0.02, 0.39, -0.10], [0.40, -0.56, -0.31], [-0.11, -2.32, 2.08], [-0.81, 0.83, -0.46], [-0.35, 0.55, -0.33], [0.07, 1.16, -0.60], [0.14, 0.41, 0.07], [0.18, -0.39, -0.15], [0.43, 0.25, -0.27]],
  "lowdin_spin": [2.478, 0.013, 0.004, 0.145, 0.003, 0.001, 0.000, 0.000, 0.001, 0.000, 0.000, 0.000, 0.000, 0.000, 0.001, 0.000, 0.000, 0.000, 0.000, 0.000, 0.000, 0.000, 0.000, 0.000, 0.000, 0.000, 0.000, 0.000, 0.000, 0.000, 0.000, 0.001, 0.001, 0.001, 0.026, 0.127, 0.005, 0.003, 0.000, 0.000, 0.001, 0.000, 0.000, 0.000, 0.000, 0.000, 0.000, 0.000, 0.000, 0.000, 0.000, 0.000, 0.000, 0.000, 0.000, 0.000, 0.000, 0.000, 0.000, 0.000, 0.000, 0.001, 0.001, 0.002, 0.033, 0.136, 0.007, 0.002, 0.000, 0.000, 0.000, 0.000, 0.003, 0.000, 0.001, 0.000, 0.000, 0.000, 0.000, 0.000, 0.000, 0.000, 0.000, 0.000, 0.000, 0.000, 0.000, 0.000, 0.000, 0.000, 0.000, 0.000],
  "total_energy_ha": -15390.89558,
  "largest_force_ev_per_a": 4.33,
  "homo_lumo_gap_ha": [0.243, 0.312],
  "multiplicity": 4,
  "s2": 3.75,
  "charge": 0
}


# 5
{
  "formula": "C4H11NO2",
  "method": "the ωB97M-V functional and the def2-TZVPD basis",
  "elements": ["C", "N", "C", "C", "C", "H", "H", "H", "H", "H", "H", "H", "O", "H", "H", "O", "H", "H"],
  "coordinates": [[-2.864146, -1.782680, 0.672664], [-2.636447, -0.582809, 0.986926], [-1.520955, 0.111133, 0.536332], [-0.243774, -0.268146, 0.568357], [0.886769, 0.598433, 0.129454], [-2.208324, -2.326110, -0.017157], [-3.729705, -2.201914, 1.178818], [-1.731782, 1.148795, 0.294621], [-0.037125, -1.288829, 0.886439], [0.745650, 1.662536, 0.222639], [1.109460, 0.419422, -0.920835], [1.789080, 0.428516, 0.718503], [-2.248532, 3.624568, -2.988192], [-2.127170, 2.692294, -3.233887], [-1.578299, 3.722371, -2.297887], [5.807565, -1.888458, 1.256730], [5.667114, -2.495780, 0.512477], [4.920614, -1.573343, 1.494001]],
  "forces_ev_per_angstrom": [[0.14, 0.50, 0.31], [-0.12, 0.06, 0.26], [0.52, 0.70, -0.02], [-0.65, -0.36, 0.00], [0.61, -0.14, 0.04], [-0.30, -0.22, 0.04], [0.10, -0.58, -0.40], [-0.14, 0.00, -0.13], [0.18, 0.12, 0.04], [-0.66, 0.41, 0.07], [0.26, -0.15, -0.09], [0.06, -0.32, -0.12], [0.46, -0.67, 0.18], [-0.26, 0.40, -0.09], [-0.19, 0.26, -0.09], [-0.45, -0.12, -0.23], [0.04, 0.29, 0.35], [0.41, -0.17, -0.13]],
  "nbo_charge": [-0.052, -0.402, -0.049, -0.219, -0.644, 0.153, 0.183, 0.187, 0.195, 0.217, 0.217, 0.213, -0.929, 0.465, 0.464, -0.937, 0.469, 0.468],
  "total_energy_ha": -364.17755,
  "largest_force_ev_per_a": 0.87,
  "homo_lumo_gap_ha": 0.348,
  "multiplicity": 1,
  "smiles": "C=N/C=C/C.O.O",
  "charge": 0,
  "e_above_lowest_kcal_mol": 56.9
}